Density functional theory data (ωB97M-V with the def2-TZVPD basis set) for a single C3H6N2O molecule in a non-equilibrium geometry.

Kohn-Sham gap: 8.81 eV
2S+1: 1
HOMO: -0.2971 Ha

Geometry (Å):
C -0.58374 -1.14617 1.17497
C 0.50553 1.13346 -0.49381
N 1.29648 0.28926 -1.19337
C -1.44442 -0.22198 0.37256
N -0.84789 0.67117 -0.38720
O 0.86920 2.18307 -0.02564
H 0.91450 -0.56228 -1.56592
H 2.18692 0.63201 -1.51411
H -1.68307 1.26334 -0.59895
H -0.87825 -2.16420 0.90056
H 0.50353 -1.05519 1.10292
H -0.83879 -1.02248 2.22799

Atomic partial charges in e from the Mulliken method, atoms 1 to 8: atom 1 (C): -0.69, atom 2 (C): 0.46, atom 3 (N): -0.35, atom 4 (C): -0.49, atom 5 (N): -0.04, atom 6 (O): -0.56, atom 7 (H): 0.23, atom 8 (H): 0.23

***

Density functional theory data (ωB97M-V with the def2-TZVPD basis set) for a single C3H6O molecule in a non-equilibrium geometry.

Kohn-Sham gap: 10.66 eV
2S+1: 1
structure (SMILES): C=CCO
HOMO: -0.3539 Ha

Geometry (Å):
C -1.36514 -0.57600 0.06366
C -0.52384 0.45463 -0.06086
C 0.95580 0.52409 0.09394
O 1.69313 -0.73520 -0.00500
H -2.39330 -0.60037 -0.29477
H -1.06631 -1.48461 0.60941
H -0.93493 1.40057 -0.21344
H 1.17481 0.89027 1.09553
H 1.24868 1.34093 -0.58541
H 1.21109 -1.21430 -0.70304

Atomic partial charges in e from the Mulliken method, atoms 1 to 8: atom 1 (C): -0.69, atom 2 (C): -0.20, atom 3 (C): -0.30, atom 4 (O): -0.50, atom 5 (H): 0.25, atom 6 (H): 0.28, atom 7 (H): 0.33, atom 8 (H): 0.27

***

Density functional theory data (ωB97M-V with the def2-TZVPD basis set) for a single C3H5FS2 molecule in a non-equilibrium geometry.

Kohn-Sham gap: 9.77 eV
2S+1: 1
structure (SMILES): F[C@H]1[C@@H](S)[C@H]1S
HOMO: -0.3337 Ha

Geometry (Å):
F 0.41871 -1.85211 -0.41250
C -0.26571 -1.01293 0.43760
C 0.30210 0.32817 0.78662
S 1.87825 0.81635 0.11013
C -0.83838 0.21160 -0.16411
S -0.86137 0.46441 -1.85422
H -0.94672 -1.55566 1.15786
H 0.26577 0.69342 1.85155
H 2.24796 -0.32796 -0.37620
H -1.73910 0.47754 0.35652
H -0.46151 1.75717 -1.89323

Atomic partial charges in e from the Mulliken method, atoms 1 to 8: atom 1 (F): -0.27, atom 2 (C): -0.06, atom 3 (C): -0.13, atom 4 (S): -0.22, atom 5 (C): -0.30, atom 6 (S): -0.21, atom 7 (H): 0.29, atom 8 (H): 0.29

***

Density functional theory data (ωB97M-V with the def2-TZVPD basis set) for a molecular structure, C42H43FN6O3PbSSb.

Kohn-Sham gap: 6.08 eV
net charge: +1
2S+1: 1
HOMO: -0.3766 Ha

Geometry (Å):
Pb -0.39696 -0.00686 0.16040
O 2.37134 -2.46143 -5.99308
C 1.91896 -3.06701 -5.01918
O 2.04811 -4.23068 -4.58811
C 0.95209 -2.24549 -4.11848
C 0.07258 -2.88886 -3.26011
C -0.48043 -2.18696 -2.20918
N -0.18066 -0.89349 -2.00632
C 0.51372 -0.21355 -2.93328
C 1.08368 -0.86853 -4.00793
C 0.56434 1.27401 -2.78974
C 1.20424 2.08618 -3.71621
C 1.09750 3.46247 -3.58030
C 0.36008 3.98917 -2.53403
C -0.22630 3.11069 -1.63806
N -0.11763 1.79326 -1.76272
C -1.42193 -2.81201 -1.24675
C -1.88567 -4.11524 -1.38076
C -2.84114 -4.57438 -0.48978
C -3.30720 -3.73270 0.50964
C -2.77455 -2.46175 0.59243
N -1.85829 -2.01955 -0.26860
H -0.05020 -3.95632 -3.38000
H 1.67227 -0.36628 -4.76515
H 1.75479 1.66065 -4.54229
H 1.57999 4.11548 -4.29592
H 0.24204 5.05652 -2.40674
H -0.80576 3.46810 -0.79621
H -1.51873 -4.75633 -2.16760
H -3.22083 -5.58375 -0.57791
H -4.05900 -4.05514 1.21586
H -3.06114 -1.77150 1.37848
C -6.00692 1.23544 1.16634
C -5.30861 2.28662 0.31419
N -4.17113 2.92397 0.99208
C -4.45290 4.15102 1.76247
C -4.58743 3.90408 3.25784
C -2.93233 2.42364 0.98308
S -2.76610 0.92083 0.07751
N -2.03956 3.12772 1.67355
C -0.72937 2.93343 1.79485
O -0.00638 2.09179 1.19665
C -0.04616 3.83263 2.77184
C 1.27449 3.57173 3.13458
C 1.92008 4.37603 4.05865
C 1.25128 5.45255 4.62556
C -0.06451 5.71918 4.27041
C -0.71400 4.91067 3.35209
H -6.80876 0.76919 0.59304
H -6.44608 1.67791 2.05981
H -5.30716 0.45784 1.47227
H -6.00232 3.08349 0.05517
H -4.96471 1.85678 -0.62415
H -5.37706 4.55955 1.35890
H -3.65768 4.86470 1.56467
H -5.40885 3.22296 3.47917
H -4.79027 4.84728 3.76707
H -3.66587 3.48589 3.66175
H 1.78618 2.72849 2.69134
H 2.94368 4.16459 4.34053
H 1.75512 6.08274 5.34702
H -0.58478 6.55899 4.71230
H -1.73873 5.10839 3.07096
C 2.87899 2.80629 -0.29169
Sb 2.53380 0.72275 -0.00322
C 4.04726 0.04582 -1.33499
C 3.44479 0.42022 1.89530
H 3.82180 3.07038 0.18884
H 2.07411 3.40454 0.12732
H 2.96333 2.99932 -1.36159
H 4.87130 0.75670 -1.25996
H 3.68559 0.02833 -2.36306
H 4.38559 -0.94482 -1.04848
H 4.40214 -0.07681 1.74077
H 2.81408 -0.19766 2.53174
H 3.61296 1.38336 2.37598
C 3.58251 -4.94147 -0.14977
C 3.25981 -4.17508 -1.26013
C 2.74207 -2.91017 -1.03868
N 2.48430 -2.39918 0.16722
C 2.82087 -3.14334 1.22595
C 3.37726 -4.40769 1.11644
H 3.99703 -5.93407 -0.26930
H 3.38171 -4.52875 -2.27887
H 2.53688 -2.26493 -1.88045
H 2.63091 -2.71019 2.20175
H 3.63916 -4.96089 2.00902
F 0.28238 -2.63049 5.86212
C 0.14763 -2.08256 4.64922
C 0.25797 -0.71020 4.51993
C 0.11020 -0.14679 3.26047
C -0.14250 -0.95449 2.16042
C -0.23783 -2.33120 2.31270
C -0.09522 -2.90803 3.56640
H 0.45166 -0.09988 5.39183
H 0.20872 0.92514 3.15990
H -0.41235 -2.98129 1.46297
H -0.16722 -3.97834 3.70911

Atomic partial charges in e from the Mulliken method, atoms 1 to 8: atom 1 (Pb): 0.87, atom 2 (O): -0.71, atom 3 (C): 0.21, atom 4 (O): -0.70, atom 5 (C): -0.53, atom 6 (C): -0.77, atom 7 (C): 0.76, atom 8 (N): 0.38

***

Density functional theory data (ωB97M-V with the def2-TZVPD basis set) for a single C5H11NO molecule.

Kohn-Sham gap: 9.18 eV
2S+1: 1
HOMO: -0.3045 Ha

Geometry (Å):
C 2.16770 0.47492 -0.75756
C 1.16617 0.82847 0.33405
N 0.00584 -0.06261 0.35925
C -0.77880 -0.20579 1.93536
C -0.89836 -0.03606 -0.72244
O -0.81822 0.81922 -1.57604
C -1.92581 -1.14283 -0.75170
H 3.02824 1.14775 -0.68967
H 1.72323 0.58472 -1.74985
H 2.52947 -0.55285 -0.64315
H 0.79883 1.85320 0.21673
H 1.63423 0.74597 1.31969
H -0.31067 0.65754 2.42463
H -1.80975 0.08132 1.69155
H 0.04085 -0.96118 0.97914
H -1.71700 -1.76474 -1.62792
H -2.91780 -0.70465 -0.88997
H -1.91815 -1.76238 0.14788

Atomic partial charges in e from the Mulliken method, atoms 1 to 8: atom 1 (C): -1.18, atom 2 (C): -0.52, atom 3 (N): -0.08, atom 4 (C): -0.88, atom 5 (C): 0.61, atom 6 (O): -0.56, atom 7 (C): -1.12, atom 8 (H): 0.35

***

Density functional theory data (ωB97M-V with the def2-TZVPD basis set) for 2 unconnected molecules or ions with the total composition C7H14O3 in a non-equilibrium geometry.

Kohn-Sham gap: 9.48 eV
2S+1: 1
HOMO: -0.3168 Ha

Geometry (Å):
C 0.59854 -0.61025 -1.65022
C 0.11755 -1.72505 -1.16348
C -0.35315 1.44396 1.20668
C -0.83866 -1.87097 -0.03977
C 1.41368 -3.20915 -2.54353
C 1.15349 2.49353 2.75523
C -2.60739 2.02622 1.73778
O 0.43476 -3.06029 -1.57312
O -0.15060 2.37520 2.23470
O -1.58212 1.44071 0.95455
H 0.01409 0.15979 -1.20035
H 1.13032 -0.38523 -2.52753
H -0.45145 -2.81276 0.41250
H -1.86813 -2.06746 -0.34338
H -0.63617 -1.02936 0.61382
H 2.20039 -2.41741 -2.51362
H 1.14966 -3.34588 -3.60226
H 1.91710 -4.11880 -2.22536
H 1.84494 1.86608 2.05036
H 1.28208 1.95448 3.65131
H 1.31792 3.54694 2.73019
H -3.09239 2.83116 1.25294
H -2.38093 2.21534 2.76059
H -3.42437 1.28078 1.67335

Atomic partial charges in e from the Mulliken method, atoms 1 to 8: atom 1 (C): -0.83, atom 2 (C): 0.64, atom 3 (C): 0.01, atom 4 (C): -0.85, atom 5 (C): -0.79, atom 6 (C): -0.66, atom 7 (C): -0.70, atom 8 (O): -0.33

***

Let's list ΔE to the lowest compared entry with this formula, charge and spin in order: 62.1, 33.4, 26.8, 34.4, 97.3, 125.5 kcal per mole.
Let's list total energy in order: -8234.0060, -5254.2462, -27578.3220, -84667.1285, -8897.4797, -13623.7422 eV.
Let's list LUMO energy in order: 0.729, 1.031, 0.686, -4.171, 0.897, 0.862 eV.